24
Properties=species:S:1:pos:R:3 method="wB97M-V/def2-TZVPD" total_energy_ha=-493.10682 homo_energy_ev=-8.23 smiles="CC(=O)N(C)C.C=NNN" gap_ha=0.3302 relative_energy_ev=2.468 lumo_ev=0.75
O -0.37798 1.55978 -0.12704
N 1.29427 0.01496 -2.01811
N 2.54696 -0.24963 -1.63908
N -1.35452 -0.27382 0.74132
N 1.02195 0.01090 -3.39258
C -0.42484 1.38539 2.25632
C -1.67035 -1.10712 1.87671
C 2.95086 0.03988 -0.47581
C -0.71096 0.90831 0.85100
C -1.65506 -0.81199 -0.56755
H -1.01796 -1.67071 -0.78970
H 2.35127 0.58154 0.25506
H 1.27446 -0.90211 -3.76450
H 1.58362 0.70797 -3.88860
H -2.70226 -1.11484 -0.61280
H -2.25565 -0.56144 2.61896
H 3.94008 -0.27672 -0.19745
H 0.09897 2.33555 2.19542
H -1.34991 1.52611 2.81091
H 0.19582 0.66704 2.78765
H 0.75459 0.71540 -1.50242
H -1.47084 -0.04009 -1.31091
H -2.25736 -1.95638 1.53479
H -0.76518 -1.48798 2.35840

12
Properties=species:S:1:pos:R:3 method="wB97M-V/def2-TZVPD" total_energy_ha=-2273.84769 homo_energy_ev="-9.04 / -9.04" gap_ha="0.2860 / 0.2860" relative_energy_ev=0.834 lumo_ev="-1.25 / -1.25"
Cl 0.95454 2.91874 -0.59132
Cl -3.04928 0.07587 -0.82800
Cl 2.17225 -2.44621 -0.29855
S 1.72320 1.09995 0.06033
P 0.47971 -0.26837 -1.26206
O 1.11794 0.86668 1.38257
C -1.66206 0.69855 0.01135
C 0.69746 -1.59106 -0.00841
H -1.84558 1.82031 -0.19933
H -1.26315 0.34943 0.91069
H 0.76720 -1.24535 0.98833
H -0.09224 -2.27854 -0.16561

94
Properties=species:S:1:pos:R:3 method="wB97M-V/def2-TZVPD" multiplicity=2 total_energy_ha=-3292.51172 homo_energy_ev="-7.58 / -7.51" gap_ha="0.2391 / 0.2072" relative_energy_ev=0.000 lumo_ev="-1.07 / -1.87"
Ir -0.13502 0.12725 0.68539
I 3.35299 3.38437 2.92770
Cl 5.76525 2.31151 -2.07828
Si -0.33372 -1.66674 -2.01650
O 0.57843 -2.48899 3.77968
O 1.16933 1.45310 1.55546
O -3.09092 2.90177 1.29426
N -1.25127 0.12815 2.34444
N -1.12540 -1.15367 -0.49640
N -1.24566 1.83940 0.40544
N 0.79096 -1.35785 1.78156
N -3.23097 -0.70044 0.40743
N 1.22434 0.25429 -0.80529
C -0.43964 4.01426 -2.47410
C -0.94419 -0.73531 3.30339
C -0.32167 4.25706 1.81142
C -0.83957 2.98714 -0.33534
C 3.33414 1.20350 -1.47303
C 1.87937 -2.19538 1.38220
C -2.18493 1.05925 2.46890
C 4.21164 -2.52893 0.93765
C 0.20681 -4.04152 0.98255
C -1.64412 -0.71666 4.49425
C -2.24898 2.02141 1.31587
C -5.34549 0.00103 1.35092
C 0.23410 5.12589 -0.46475
C 3.57527 -0.58821 2.37484
C 1.33049 -0.73625 -1.86869
C -2.91708 1.14618 3.63656
C -4.51001 -1.01363 0.62143
C -5.06142 -2.21769 0.19906
C 3.28600 0.55806 -2.65094
C 4.40036 2.08857 -1.03276
C 4.31657 2.74937 0.12925
C 2.63512 -4.23650 0.36772
C 2.18869 1.08256 -0.57050
C -1.78470 1.88884 -2.35712
C 2.14332 1.77283 0.72597
C 0.17578 -3.44725 -2.29190
C 2.05230 -0.17533 -3.09604
C -2.64546 0.23455 4.64997
C -0.97665 2.97616 -1.72382
C -2.92553 -2.78919 -0.70292
C 3.19988 2.56862 1.02884
C -2.44063 -1.55377 -0.24926
C -4.24517 -3.11573 -0.46897
C -0.29559 4.10373 0.31771
C 0.19272 5.07631 -1.84823
C 3.93317 -3.74935 0.34823
C 0.22368 -1.63405 2.98414
C 1.23217 0.80680 -3.94072
C 1.59479 -3.47357 0.88488
C 3.20110 -1.75827 1.50930
C -1.46183 -1.33745 -3.47754
H 4.39305 -0.01243 1.93882
H -3.66436 1.92138 3.72970
H -0.55098 -3.32464 0.66477
H 0.60338 -3.48092 -3.30014
H -4.97411 1.00719 1.16086
H -0.65282 -4.15608 -2.28080
H 1.99201 -1.51229 -1.43860
H 1.86597 1.28069 -4.69246
H 2.73593 0.06997 2.57509
H -0.53911 3.99491 -3.55358
H -5.30927 -0.17957 2.42783
H 4.10280 0.67319 -3.35348
H -1.33198 4.50823 2.14131
H 0.93907 -3.79172 -1.60045
H -1.74030 1.94604 -3.44393
H -1.73524 -0.30026 -3.63912
H -6.10256 -2.43780 0.39106
H 4.73045 -4.34077 -0.08376
H -4.63405 -4.06864 -0.80542
H -0.00539 -4.29599 2.02280
H -0.01565 3.34193 2.31645
H 0.82366 1.59509 -3.30983
H 0.41537 0.30260 -4.45468
H -1.00886 -1.72577 -4.39286
H 0.35090 5.05596 2.12035
H 5.11119 3.42040 0.42405
H -1.45013 0.90744 -2.02622
H 2.34071 -1.02301 -3.72264
H -2.82970 1.97162 -2.04817
H 0.68228 5.97870 0.03131
H 0.62226 5.87857 -2.43444
H 0.11117 -4.94518 0.38123
H -2.38562 -1.89925 -3.31702
H 5.23528 -2.17807 1.00229
H 2.41963 -5.22363 -0.02565
H -1.38268 -1.42689 5.26551
H 3.92129 -0.97134 3.33821
H -6.38790 -0.05871 1.03912
H -2.27454 -3.48955 -1.20651
H -3.20431 0.27837 5.57568

145
Properties=species:S:1:pos:R:3 method="wB97M-V/def2-TZVPD" multiplicity=2 total_energy_ha=-3116.52070 homo_energy_ev="-7.80 / -7.80" gap_ha="0.2746 / 0.1095" lumo_ev="-0.33 / -4.82"
Cl -0.02915 0.32163 -0.63337
O 0.02649 1.18601 -1.75008
O -3.15710 -1.79820 1.14271
O -0.65870 -4.19754 1.88593
O -1.40475 1.74055 3.46241
O -3.14743 1.17332 -2.56486
O -1.82266 5.56065 -0.19570
O -0.79803 -0.85248 -0.90080
O -0.59765 0.94586 0.50604
O 4.36969 2.50304 -2.83237
O 1.26752 -0.21949 -0.37473
O 6.15200 -0.12605 1.44388
O 1.80473 -3.07005 -6.56263
N -1.08466 2.52836 4.49509
N -2.55098 8.49776 -2.44444
N -3.42264 -4.54599 0.92351
N -0.88540 -1.53727 2.91729
N 1.18510 -3.33555 -5.29425
N 3.55520 -1.20335 1.63390
C -2.23603 4.44820 3.36761
C 0.35189 -3.16327 1.70493
C 1.03138 1.48598 4.95739
C -0.61202 -4.55792 -4.06176
C -0.83935 -4.00654 -6.45958
C 0.58111 -3.02320 4.22143
C 0.85270 3.81772 5.65130
C 5.59533 -0.74022 0.29749
C -0.16719 -5.54408 1.58206
C 0.79027 -5.80144 -5.89022
C 2.65131 -1.78656 -3.97130
C -3.70608 2.33527 -3.17008
C -1.92550 6.33373 -1.38925
C -2.67405 7.76568 -1.19829
C 0.21892 -4.43539 -5.43646
C -2.08365 3.62638 4.66752
C 4.62506 -1.74463 0.78396
C -1.29731 4.22250 -0.36139
C 0.38189 -2.25707 2.92518
C -3.13007 -3.72983 -0.26138
C 3.26294 -4.25573 -4.26174
C 1.00377 3.30264 3.17805
C -0.08972 5.01371 5.70186
C -3.70275 -2.31917 -0.10368
C 3.20752 1.75292 -2.88418
C -3.59290 -4.47479 -1.53461
C 1.37537 -3.53761 -2.77191
C 2.07414 -3.24118 -4.09504
C 0.41118 2.83745 4.51048
C 3.83187 -2.45057 -0.28909
C 7.16168 0.84602 1.19380
C -1.50686 4.59663 5.81350
C -4.16344 7.68797 -0.81131
C 0.33941 -4.65802 -2.77818
C -3.37032 3.10183 5.21721
C -3.59420 -0.45058 1.39815
H -4.00424 7.13020 0.11153
H -3.36963 0.25221 0.59580
H 1.40219 -5.75725 -6.79116
H -4.62288 -4.83032 -1.50544
H 3.20784 1.20725 -1.94060
H -1.76096 -4.58773 -6.49034
H 0.44464 -2.47608 5.15424
H 3.32938 -1.65248 -3.12849
H -1.00744 2.21267 2.72700
H 4.35666 2.87141 -1.94596
H 1.36614 -6.23143 -5.07073
H -1.64629 4.21410 6.82460
H -3.21096 4.93563 3.37028
H 3.81302 -4.08889 -5.18785
H -2.36038 1.50899 -2.12955
H 2.11282 1.35667 5.00071
H 0.44352 4.14962 2.78202
H -0.70236 -0.87961 3.66166
H 0.64748 0.69611 4.31176
H -1.37356 -5.33688 -4.09892
H -1.98465 5.57011 5.70317
H 0.82874 3.34782 6.63452
H -2.17268 8.31775 -0.40335
H 7.44409 1.48282 2.03213
H 0.90976 -5.58681 -2.76664
H -2.09073 3.51960 -0.61542
H 6.46364 -1.26866 -0.09606
H -1.22758 -3.00753 -6.26122
H 3.19585 -3.18233 0.20903
H 2.86706 -5.27122 -4.24866
H 0.17381 -2.69699 0.73592
H 5.19989 0.08705 -0.29187
H 0.79010 -2.75112 -2.29546
H 5.14395 -2.45275 1.43004
H 4.06367 -0.50833 2.16164
H -1.62394 8.45777 -2.84331
H -0.76847 -0.81887 2.21706
H 1.36270 -3.53931 1.54697
H -3.10064 -0.04011 2.27907
H 3.98849 -4.23220 -3.44865
H 0.07112 -6.61848 -5.94839
H -2.89716 -5.29125 -1.72804
H -4.43299 1.97454 -3.89779
H -0.02627 5.64273 6.58978
H 2.09771 -3.92647 -2.05419
H -3.54432 -3.76969 -2.36442
H -2.23417 3.81583 2.47981
H 2.05384 3.57411 3.28645
H -0.48318 -3.91492 -7.48567
H -1.28501 -3.71828 -3.88801
H -4.15650 3.85544 5.17138
H -0.29500 -4.72428 -1.89431
H -4.54348 8.63506 -0.42831
H 0.93348 2.48478 2.46093
H -0.01765 5.72780 4.88152
H -0.54230 4.17654 -1.14621
H 2.27832 2.32224 -2.90785
H 2.95514 -0.64375 1.04495
H -4.14308 2.99925 -2.42423
H 0.13087 -5.62510 0.53673
H -1.41776 5.16716 3.40798
H -2.04054 -3.70522 -0.28212
H 2.31239 -3.86163 -6.75564
H -4.68335 -0.48189 1.42741
H 1.87505 -1.03959 -3.80534
H -2.39012 5.78107 -2.20582
H 1.19689 -1.54609 2.78953
H 6.65456 1.53782 0.52124
H 1.57950 -3.45815 4.26771
H -3.33920 2.67701 6.22053
H -2.84810 2.88039 -3.56353
H 8.09646 0.60453 0.68788
H -3.45955 -1.70691 -0.97208
H -4.78960 -2.39776 -0.12998
H 3.11073 -1.53466 -4.92712
H -0.86906 6.43661 -1.63714
H 4.42791 -2.97554 -1.03557
H 0.06842 -3.95043 4.47738
H -1.03464 -6.20178 1.63735
H -3.37490 -5.51254 0.63434
H -4.92569 7.17451 -1.39734
H -4.42880 -4.56398 1.00966
H 3.22457 -1.78558 -0.90315
H 3.19911 1.04407 -3.71217
H 1.83524 4.26417 5.49835
H -3.87416 2.27922 4.70970
H -3.02461 7.95321 -3.15102
H -0.76177 3.91789 0.53778
H 0.68653 1.13601 5.93037
H 0.68918 -5.79694 2.20720